# C24H72O24

A cluster of 12 separate species, C24H72O24 in total in a non-equilibrium geometry (wB97M-V/def2-TZVPD, the Open Molecules 2025 dataset).

Element x y z (Å)
H -6.045054 1.975418 1.874454
H 7.862765 -0.054874 1.277095
H -3.647609 -3.123890 0.294061
H 0.540374 3.685129 2.724792
O -5.612244 -2.521904 0.168232
C 0.693754 0.270123 -0.249156
C -1.708545 -1.975115 6.468222
O -4.008990 3.592126 -0.471978
H -1.469617 4.836244 4.167384
H -3.999883 1.105584 0.985451
H 0.158952 5.495122 -3.199562
H 4.613230 -1.496109 1.885880
O -1.398468 3.221358 2.156979
C 2.824097 -3.881270 3.698927
H -4.385091 -3.572901 -1.212741
O 7.623526 0.583813 0.592889
O 0.302670 -0.593302 1.960203
H 0.188817 2.780024 5.113495
C -0.324333 -0.334781 0.697145
O -4.298635 -1.225065 -2.266940
H -4.306688 3.400208 1.367544
H 5.884852 -1.106146 -3.745571
O -0.645309 -3.418410 -1.379615
C 4.850065 -1.379581 -3.524574
O -4.559255 3.349770 2.305128
H 1.153532 0.272125 -3.847000
C -2.830633 3.801357 -1.255616
C 0.897769 4.941714 -3.775604
H 2.514445 -0.369900 -2.187386
C 1.356749 -4.823398 -1.692839
C 1.716896 3.909175 -3.028214
O -0.882844 4.479906 4.845964
H 0.125455 -3.985761 -3.205613
O 4.735129 -2.124085 -2.326087
O 2.198593 -3.469417 4.916840
H 1.003704 -2.739471 -2.356579
H 0.158971 -1.627652 5.523736
H 2.557557 -4.944198 3.637967
H 4.414675 0.591270 -2.774687
C 2.170731 -3.255037 2.488626
C -2.493907 2.467503 -1.903334
H 3.901986 -3.740911 3.782942
O 0.963910 2.930120 -2.336694
O -3.661021 1.715584 -2.230593
C -0.441287 -0.106470 -4.852830
H 4.955868 0.640746 0.904061
H -3.537199 -1.877583 5.722375
H -3.966597 -0.661854 -0.292329
O 2.643352 -1.900478 2.353252
H -4.662163 -0.027541 2.065119
H 0.840842 -5.779484 -1.818911
H 4.545718 -1.981889 -4.395813
C 0.481420 -3.682907 -2.211416
C -4.207533 0.965769 2.059179
H 1.520015 -4.622674 -0.627275
H 2.348714 3.415140 -3.774614
H -0.639995 -1.076927 -4.374781
H -0.873333 -0.193147 5.597531
H -1.988596 4.097778 -0.629532
O 2.652091 -0.377579 -3.148182
H -5.931385 -3.315827 0.602376
O 2.634875 -4.748864 -2.351194
H 0.741593 2.241202 -2.995974
H -1.260900 -4.154017 -1.463502
H 3.264333 -4.996729 -1.668057
O 5.501500 -1.247153 1.608204
H -2.682270 -1.616487 -1.154792
H 7.050170 -1.132618 -0.450159
O -2.992880 1.014899 2.819887
C -5.143984 2.073565 2.505466
H -1.818559 1.483967 -5.455442
C 4.008750 -0.113543 -3.509287
H -1.720386 -3.048060 6.252870
C -0.865621 -1.272054 5.423643
H 0.982729 4.398443 -5.604320
H -1.279664 -1.836746 7.457507
H 1.898431 -1.064308 0.442317
O -2.834905 0.068483 -4.320113
H -2.057471 -0.056196 -6.215070
H 3.954502 0.375273 -4.482688
H 0.090692 1.982893 2.732291
H -3.786236 -0.524245 -2.695606
H -0.711485 -1.315003 0.400313
H -1.552032 2.586238 4.623821
C 5.379720 -0.310066 0.553962
H -3.029450 4.565025 -2.011529
H 2.465813 -3.826165 1.601124
C -0.260035 2.980757 2.973070
H 1.855314 -1.322939 2.252838
H 0.215551 0.505940 -1.200386
O 0.270931 0.701971 -3.902073
H -4.590409 4.357389 -0.468931
H -2.174549 -1.324812 3.921666
H -2.873445 0.792409 -3.663816
H -5.494906 2.052662 3.533648
H 1.575593 5.738681 -4.108004
H -1.836488 1.868055 -1.262741
H 1.085075 -3.212600 2.571466
H 1.019416 1.237211 0.157311
C -1.819715 0.404388 -5.251406
H 3.788446 -2.344420 -2.294875
H 6.584338 0.405407 -1.137968
H 2.524449 -2.599249 5.169737
H -2.508564 1.778497 2.434738
O 1.876250 -0.533177 -0.367578
O -3.056778 -1.533352 6.478169
C -4.376346 -2.776656 -0.463341
H -1.896841 2.594545 -2.807569
C -3.755523 -1.492840 -0.973698
C 6.649520 -0.143850 -0.202258
H 0.215611 -0.278450 -5.710933
H -1.637608 4.151633 2.146292
C -0.610692 3.121066 4.460671
H 2.361931 4.418529 -2.307428
O 0.287702 4.353893 -4.940337
H -4.374859 2.133561 -1.725425
H -1.186660 0.320920 0.851520
O -1.260303 -1.577872 4.096592
H 4.593663 -0.649594 -0.139490
H -0.302344 -0.810994 2.695085

Cartesian forces (eV/Å) of the 2 atoms listed first:
0.0 0.1 0.1
0.1 0.4 0.1

For the HOMO energy, the calculation gives -9.47 eV. The energy is -2763.193066 hartree. As for the largest force on an atom: 0.0422 Eh/bohr.